[1]
Entry from OMol25: the ion C3H9N2O with charge +1 (ωB97M-V/def2-TZVPD).

Computed properties:
Energy relative to the best compared isomer or geometry (same formula, charge and spin), kJ/mol: 185.8
Structure (SMILES): C[C@@H](O)/[NH+]=C/N
LUMO level, Ha: -0.126

The geometry in ORCA input format:
```
! wB97M-V def2-TZVPD RIJCOSX def2/J DEFGRID3
* xyz 1 1
C -1.2502 1.3689 -0.1902
C 0.2122 1.2505 -0.4257
O 0.8061 1.8743 0.6887
N 0.4797 -0.4720 -0.4563
C 0.3310 -1.2698 0.5207
N 0.3192 -2.5813 0.2836
H -1.6374 0.4113 -0.4089
H -1.4376 1.5909 0.9142
H -1.7343 2.1476 -0.8033
H 0.5209 1.7658 -1.3530
H 1.7954 1.8903 0.4326
H 0.7388 -0.7757 -1.3946
H -0.0469 -0.9312 1.5458
H 0.2455 -3.1825 1.1419
H 0.6576 -3.0872 -0.4954
*
```


[2]
Entry from OMol25: the ion C25H41Br2N5O11PS with charge +1 (ωB97M-V/def2-TZVPD).

Computed properties:
Structure (SMILES): CC(=O)OCCCCN(C1=[N+](N)[C@]([C@@H](Br)[C@H](C)Br)(S(C)(=O)=O)O[C@@](COCOCCO)(CC(=O)c2ccccc2)N1)P(=N)(O)O
LUMO level, Ha: -0.173

The geometry in ORCA input format:
```
! wB97M-V def2-TZVPD RIJCOSX def2/J DEFGRID3
* xyz 1 1
C 3.4041 5.0470 4.0623
C 4.2371 4.1839 3.0059
O 5.0884 3.3592 3.4423
O 4.0239 4.4060 1.6159
C 2.6424 4.2053 1.2334
C 2.1652 2.6562 1.3414
C 3.0681 1.8368 0.2990
C 2.9590 0.2411 0.4073
N 1.5779 -0.2738 0.7269
C 0.6419 -0.5308 -0.2175
N 0.9350 -0.3256 -1.6201
N 1.0758 1.0018 -2.0070
C 0.1819 -1.1829 -2.5610
C 1.0585 -2.5672 -2.6668
Br -0.0162 -4.1253 -3.2932
C 2.4640 -2.3772 -3.4204
C 2.5775 -3.0828 -4.8530
Br 3.8400 -3.2985 -2.2568
S -0.0760 -0.3800 -4.2608
C -0.8732 -1.5314 -5.4802
O -1.0113 0.8238 -4.1698
O 1.2018 0.1169 -4.8813
O -1.1261 -1.6093 -2.1630
C -1.5947 -1.0041 -0.9499
C -2.1913 0.4590 -1.2564
O -3.1293 0.9440 -0.2780
C -2.5069 1.7261 0.7589
O -3.3343 2.9143 0.9300
C -3.2445 3.7728 -0.2295
C -3.5070 5.2927 0.3170
O -2.9441 5.3117 1.6723
C -2.8946 -1.8981 -0.5125
C -3.1130 -1.9859 1.0669
O -3.5601 -1.0900 1.8162
C -2.7736 -3.3955 1.7828
C -3.5542 -4.6816 1.3648
C -3.2658 -6.0359 2.0825
C -2.1716 -6.1400 3.2007
C -1.3983 -4.8359 3.6092
C -1.7090 -3.4913 2.9087
N -0.6568 -1.0721 0.2098
P 1.2668 -0.5781 2.4746
N -0.0873 0.0543 3.0036
O 1.3619 -2.2789 2.6289
O 2.5425 0.0287 3.4548
H 2.9900 5.9578 3.5068
H 4.0860 5.3998 4.9158
H 2.5510 4.3836 4.4419
H 2.5792 4.4625 0.1090
H 1.9422 4.9338 1.7634
H 2.3010 2.3640 2.4347
H 1.0816 2.6425 0.9728
H 2.8707 2.2688 -0.7373
H 4.1685 2.1014 0.5432
H 3.2931 -0.1849 -0.6142
H 3.6986 -0.2060 1.1686
H 2.0028 1.2261 -2.3922
H 0.8101 1.6483 -1.2451
H 1.3185 -2.8085 -1.5647
H 2.7799 -1.2741 -3.4114
H 1.7859 -2.7695 -5.6085
H 2.6463 -4.2189 -4.7146
H 3.5929 -2.7573 -5.2947
H -1.5560 -2.3142 -4.9742
H -1.5936 -0.8813 -6.1099
H -0.1434 -1.9953 -6.2284
H -1.4116 1.2697 -1.4470
H -2.7840 0.3533 -2.2437
H -2.4774 1.2302 1.7856
H -1.4487 2.0947 0.5225
H -2.2100 3.7168 -0.7166
H -4.0398 3.5221 -1.0300
H -3.0237 6.0793 -0.3493
H -4.6405 5.4572 0.4312
H -3.6408 5.0690 2.3202
H -2.6700 -2.9739 -0.8751
H -3.8383 -1.5092 -1.0179
H -4.3773 -4.6710 0.5606
H -3.8330 -7.0066 1.8381
H -1.9008 -7.1067 3.7371
H -0.5957 -4.8337 4.4317
H -1.1917 -2.5179 3.2029
H -0.4761 -2.0974 0.3411
H -0.5232 0.5632 2.2202
H 1.0498 -2.5667 3.5195
H 3.2531 -0.6601 3.4690
*
```


[3]
Entry from OMol25: a cluster of 2 separate species, C15H24Br2F3O4 in total (ωB97M-V/def2-TZVPD).

Computed properties:
LUMO level, Ha: 0.098

The geometry in ORCA input format:
```
! wB97M-V def2-TZVPD RIJCOSX def2/J DEFGRID3
* xyz -1 1
C 2.5283 0.5203 -1.0079
C 2.8245 -0.6708 -1.9051
C 2.5967 -2.0563 -1.3050
C 2.9351 -3.0729 -2.4134
C 1.1592 -2.2858 -0.9104
C 0.5796 -1.6974 0.3459
C -0.8390 -2.2792 0.2802
C -1.9388 -1.4013 -0.2961
Br -3.6272 -2.3615 -0.4902
C -1.5868 -0.6797 -1.5887
C -1.7605 -1.4673 -2.8698
Br -2.5380 1.0015 -1.6539
C -0.5246 -3.6555 -0.3542
O -1.2715 -4.6261 -0.4758
O 0.7963 -3.6853 -0.7229
H 1.4790 0.6864 -0.8531
H 3.0546 0.4658 -0.0647
H 2.8852 1.4160 -1.5033
H 3.8742 -0.6315 -2.1687
H 2.1994 -0.6065 -2.7890
H 3.2804 -2.2459 -0.4826
H 2.6049 -4.0694 -2.1752
H 2.4753 -2.7215 -3.3289
H 3.9996 -3.0463 -2.6021
H 0.5960 -2.0366 -1.8053
H 1.0014 -2.2245 1.1930
H 0.7162 -0.6477 0.5403
H -1.2011 -2.5312 1.2710
H -2.1381 -0.6353 0.4366
H -0.5504 -0.3928 -1.5293
H -1.5158 -2.5140 -2.7409
H -1.1786 -1.0248 -3.6654
H -2.7929 -1.4092 -3.1803
C -0.9590 4.3779 4.2698
C -2.0961 4.5548 3.2684
O -1.7611 4.3523 1.9206
C -1.6965 2.9668 1.4213
O -2.6998 2.2188 1.7472
C -0.3415 2.2820 1.7893
F 0.7302 3.1243 1.7616
F -0.0532 1.3186 0.8711
F -0.2963 1.6614 2.9788
H -0.0399 4.8276 3.8925
H -1.2217 4.8527 5.2206
H -0.7634 3.3295 4.4789
H -2.4168 5.6020 3.3168
H -2.9639 3.9480 3.5478
H -1.5435 3.1695 0.3304
*
```


[4]
Entry from OMol25: a cluster of 17 separate species, C20H24Cl48NO2 in total (ωB97M-V/def2-TZVPD).

Computed properties:
LUMO level, Ha: -0.161

The geometry in ORCA input format:
```
! wB97M-V def2-TZVPD RIJCOSX def2/J DEFGRID3
* xyz 1 1
O 0.2456 -1.7098 -2.4519
C 0.1867 -3.0350 -1.9902
O 0.4067 -3.9468 -2.9730
C 1.0994 -3.1442 -0.7815
C 0.2823 -2.3135 0.2580
C -1.1025 -2.7527 -0.0815
N -1.1684 -3.2206 -1.2827
H -0.5865 -1.4165 -2.8619
H -0.2829 -3.8847 -3.6683
H 1.0913 -4.1867 -0.4363
H 2.1027 -2.7687 -1.0054
H 0.4025 -1.2264 0.1407
H 0.5124 -2.6174 1.2866
H -1.9644 -2.7675 0.5899
H -1.9673 -3.6721 -1.7272
C -0.4479 0.4887 4.3477
Cl 0.9775 -0.5053 4.0411
Cl -1.8893 -0.2080 3.5773
Cl -0.7099 0.7041 6.0689
H -0.2823 1.4612 3.8990
C -6.8746 1.3175 1.0896
Cl -6.8568 0.7678 -0.5932
Cl -5.7553 2.6593 1.3191
Cl -8.5075 1.7527 1.5832
H -6.5434 0.4938 1.7088
C -7.3992 5.5994 4.5809
Cl -7.6305 5.3340 6.3091
Cl -5.6824 5.6505 4.1764
Cl -8.2226 4.3708 3.6269
H -7.8301 6.5604 4.3277
C 0.6198 3.7519 1.6328
Cl 1.2594 5.1857 2.4117
Cl 1.5760 2.3325 2.0853
Cl -1.0860 3.4835 2.0489
H 0.6774 3.8789 0.5565
C -1.2778 -6.5786 0.2039
Cl 0.0567 -7.6532 -0.1884
Cl -2.7806 -7.1068 -0.5532
Cl -1.4777 -6.3988 1.9454
H -1.0333 -5.6063 -0.2018
C 5.0914 -3.3867 -2.3239
Cl 6.8284 -3.5988 -2.2776
Cl 4.2327 -4.8385 -1.7850
Cl 4.6004 -1.9963 -1.3417
H 4.7917 -3.1875 -3.3469
C -1.9072 8.1363 4.0119
Cl -1.7338 6.6360 3.0905
Cl -1.9178 9.5347 2.9416
Cl -3.3638 8.0719 4.9959
H -1.0502 8.2210 4.6686
C 2.7705 -1.3176 -5.0526
Cl 2.2176 -0.4558 -6.4887
Cl 2.4584 -3.0504 -5.2059
Cl 4.4779 -1.0226 -4.7460
H 2.2050 -0.9543 -4.2014
C -0.3547 -4.7877 -6.6723
Cl 0.2568 -6.1535 -5.7409
Cl -0.9122 -5.2804 -8.2545
Cl -1.6732 -3.9593 -5.7898
H 0.4439 -4.0671 -6.7944
C 3.9228 3.1509 -6.8367
Cl 3.4636 4.4170 -5.6941
Cl 3.4960 3.6006 -8.4854
Cl 5.6401 2.7812 -6.7045
H 3.3638 2.2608 -6.5791
C 4.1980 -1.7395 6.4603
Cl 4.9527 -2.9217 7.5167
Cl 3.6898 -2.4858 4.9361
Cl 2.8310 -0.9626 7.2610
H 4.9278 -0.9751 6.2252
C -0.8918 1.9261 -2.9254
Cl -1.1767 1.9952 -1.1863
Cl 0.8269 1.9581 -3.2873
Cl -1.6651 0.5042 -3.6562
H -1.3555 2.7970 -3.3735
C 4.0678 -4.0883 11.9390
Cl 3.0273 -3.9524 13.3549
Cl 3.5185 -3.0271 10.6399
Cl 5.7482 -3.7506 12.3526
H 4.0113 -5.1083 11.5804
C 6.8645 -6.5523 -5.7096
Cl 7.7141 -8.0156 -5.2285
Cl 5.9839 -6.7900 -7.2173
Cl 5.7758 -6.0141 -4.4220
H 7.5989 -5.7728 -5.8703
C 2.1820 7.0193 -1.7446
Cl 3.8658 7.0093 -2.2517
Cl 1.4534 5.4214 -1.9948
Cl 2.0165 7.5270 -0.0716
H 1.6417 7.7218 -2.3669
C -10.2572 6.1305 0.0248
Cl -9.3196 7.1970 1.0750
Cl -9.5505 4.5142 -0.0248
Cl -11.9416 6.0644 0.5336
H -10.2233 6.5436 -0.9754
*
```


[5]
Entry from OMol25: a cluster of 2 separate species, C5H11N3 in total (ωB97M-V/def2-TZVPD).

Computed properties:
Energy relative to the best compared isomer or geometry (same formula, charge and spin), kJ/mol: 232.8
Structure (SMILES): [H]/N=C(C)\C=N\[H].[H]/N=C/C
LUMO level, Ha: 0.020

The geometry in ORCA input format:
```
! wB97M-V def2-TZVPD RIJCOSX def2/J DEFGRID3
* xyz 0 1
H 0.2829 0.8544 -2.5375
N 0.7901 1.3569 -1.8102
C 0.8554 0.7933 -0.6779
C 1.6391 1.4083 0.4391
C 0.8393 -0.8201 -0.6127
N 1.2730 -1.4259 0.4016
H 1.3179 -2.4400 0.3073
H 1.5894 2.4919 0.3651
H 2.6813 1.1013 0.3663
H 1.2514 1.0489 1.3889
H 0.6244 -1.2689 -1.5930
H -1.9308 0.1538 -1.7965
N -2.0140 -0.4739 -0.9994
C -1.5328 -0.0598 0.0875
C -1.6508 -0.7864 1.3817
H -0.9932 0.9678 0.1762
H -2.3866 -0.3047 2.0236
H -1.9458 -1.8161 1.1944
H -0.6900 -0.7810 1.8955
*
```


[6]
Entry from OMol25: a cluster of 10 separate species, C28H78N2O17 in total (ωB97M-V/def2-TZVPD).

Computed properties:
Energy relative to the best compared isomer or geometry (same formula, charge and spin), kJ/mol: 314.0
Structure (SMILES): COCCNCCOC.COCCNCCOC.OCCO.OCCO.OCCO.OCCO.OCCO.CCO.CCO.CCO
LUMO level, Ha: 0.014

The geometry in ORCA input format:
```
! wB97M-V def2-TZVPD RIJCOSX def2/J DEFGRID3
* xyz 0 1
C -7.6530 0.2834 -2.0850
O -6.9830 0.7694 -0.9180
C -5.6650 0.2094 -0.8470
C -4.6600 0.9634 -1.7180
N -3.3860 0.2874 -1.6460
C -2.3520 0.7974 -2.5040
C -0.9390 0.4404 -2.3220
O -0.2030 1.0324 -3.1430
C 0.1570 2.3134 -2.8470
H -7.0750 -0.2066 -2.9310
H -8.2330 1.0654 -2.5850
H -8.4570 -0.3276 -1.7620
H -5.6430 -0.8956 -0.9580
H -5.4440 0.2274 0.2100
H -4.5710 2.0334 -1.4600
H -4.7440 0.9854 -2.7620
H -3.4780 -0.6276 -2.1080
H -2.4430 1.8854 -2.3720
H -2.6090 0.7134 -3.5900
H -0.9320 -0.6046 -2.5870
H -0.6430 0.7074 -1.2600
H -0.3380 3.0724 -3.3680
H 1.1850 2.5334 -3.1280
H 0.0210 2.6264 -1.7910
C -6.7770 -8.0116 -3.8460
O -5.5090 -7.5166 -3.4630
C -5.5590 -6.1436 -3.0310
C -4.2800 -5.9856 -2.2980
N -3.8580 -4.5756 -2.2450
C -2.7230 -4.5476 -1.3820
C -2.1590 -3.1416 -1.3760
O -1.0280 -2.7926 -0.8590
C -0.8420 -3.2736 0.4870
H -7.5160 -8.2026 -3.1000
H -6.5220 -8.8596 -4.3750
H -7.1160 -7.4106 -4.6690
H -6.4240 -5.9886 -2.4090
H -5.4420 -5.4196 -3.8970
H -3.4980 -6.7206 -2.6300
H -4.4670 -6.4136 -1.3430
H -4.6030 -4.0256 -1.8300
H -1.9430 -5.2126 -1.7580
H -2.9090 -4.8236 -0.3240
H -2.9510 -2.5476 -1.0040
H -1.9870 -2.8136 -2.4350
H -1.6370 -2.9256 1.0300
H 0.0560 -2.7836 0.9060
H -0.7100 -4.3566 0.4180
O -0.0910 1.4834 4.3000
C -0.6990 2.7154 4.6900
C -0.0740 3.6664 3.8290
O -0.2430 5.0534 4.3530
H -0.0680 1.5424 3.3280
H -1.7880 2.5184 4.4940
H -0.5890 3.0154 5.7460
H -0.4810 3.5904 2.8260
H 0.9270 3.4204 3.8360
H -1.0380 5.4334 3.9110
O 5.5630 2.5104 -0.6790
C 6.3740 2.0824 0.4000
C 5.5190 1.1354 1.0980
O 6.2530 0.6204 2.1880
H 6.0150 2.5664 -1.5290
H 7.2960 1.7204 0.0040
H 6.5570 2.9564 1.0000
H 5.1380 0.2694 0.5380
H 4.5800 1.4614 1.4600
H 6.5270 1.3564 2.7310
O 3.2710 -2.0736 -2.5160
C 2.9630 -0.8406 -1.7730
C 3.3110 0.3774 -2.4440
O 2.9640 1.3994 -1.5940
H 4.1740 -2.3286 -2.6290
H 2.0030 -0.9986 -1.4060
H 3.5970 -0.8986 -0.9140
H 2.5890 0.5014 -3.2680
H 4.2650 0.4474 -2.8220
H 3.7670 1.8454 -1.3570
O 2.0840 3.3144 0.2490
C 1.0580 4.1944 0.1440
C 1.2130 5.4604 0.8290
O 0.0340 6.2444 0.6370
H 1.9580 2.5814 -0.3490
H 0.9090 4.3884 -0.9380
H 0.1370 3.8474 0.5610
H 2.1340 5.9444 0.4130
H 1.2670 5.2614 1.8940
H -0.0930 6.8874 1.2600
O 5.9920 -1.7426 -0.7060
C 5.5620 -3.1356 -0.5890
C 5.0510 -3.1536 0.7520
O 4.1100 -4.2486 0.9100
H 6.7490 -1.5056 -0.1560
H 4.8280 -3.3916 -1.3160
H 6.4550 -3.8506 -0.7450
H 4.5130 -2.2846 1.1340
H 6.0020 -3.2406 1.3160
H 3.4330 -4.1766 0.2420
C 1.9070 0.3394 1.8620
C 0.7300 0.3674 1.0970
O -0.0650 1.3554 1.7420
H 2.7310 -0.1266 1.2870
H 1.8550 -0.3666 2.6770
H 2.1850 1.3334 2.1380
H 0.3270 -0.5856 0.9860
H 0.9930 0.6524 0.0360
H -0.9760 1.2604 1.4300
C -3.0090 -0.3086 2.4680
C -3.4040 1.0214 2.0420
O -2.6940 1.3574 0.8010
H -3.5460 -0.9806 1.7600
H -3.3590 -0.6186 3.4120
H -1.9220 -0.4806 2.4610
H -3.1000 1.7374 2.7510
H -4.5100 1.0464 1.9620
H -2.8740 0.7974 0.0310
C 5.5520 3.8174 3.8020
C 4.2160 3.4214 3.6730
O 3.7010 4.0234 2.4870
H 5.9280 3.8794 4.7910
H 5.6290 4.7694 3.4130
H 6.1930 3.2474 3.1640
H 3.6520 3.7124 4.5800
H 4.0830 2.3134 3.6960
H 3.2920 3.2814 2.0290
*
```


[7]
Entry from OMol25: a structure of composition C19H42NO2P3Pt (ωB97M-V/def2-TZVPD).

Computed properties:
Energy relative to the best compared isomer or geometry (same formula, charge and spin), kJ/mol: 413.3
LUMO level (spin up / spin down), Ha: -0.486 / -0.614

The geometry in ORCA input format:
```
! wB97M-V def2-TZVPD RIJCOSX def2/J DEFGRID3
* xyz 4 5
Pt 0.9168 0.9428 -0.7467
P 1.9334 1.2229 1.3706
P -0.9968 2.1625 -0.5035
P 2.5152 -0.3878 -1.6801
H -1.8572 -2.1064 1.7486
C -1.1672 -2.9482 1.6022
C 0.0122 -2.9949 2.2409
H 0.2712 -2.2732 3.0237
C 0.7419 1.0624 2.7255
C 2.7748 2.8276 1.6411
C 3.1573 -0.0293 1.8670
C -2.4817 1.1390 -0.3734
C -1.1244 3.2833 0.9202
C -1.1566 3.2167 -1.9735
C 2.5037 -2.0284 -0.8972
C 4.1885 0.3228 -1.5872
C 2.2213 -0.6663 -3.4474
H -1.4320 -3.6613 0.8137
H 0.7539 -3.7710 2.0185
H 0.2032 0.1099 2.6411
H 0.0059 1.8702 2.7210
H 1.2929 1.0892 3.6754
H 2.0887 3.6623 1.4536
H 3.6286 2.9118 0.9571
H 3.1344 2.8757 2.6777
H 2.6691 -1.0052 1.9803
H 3.5574 0.2751 2.8446
H 3.9889 -0.1106 1.1611
H -3.3146 1.6630 -0.8613
H -2.6985 0.9671 0.6900
H -2.3066 0.1671 -0.8487
H -1.7004 4.1642 0.6063
H -0.1391 3.6080 1.2732
H -1.6661 2.7671 1.7226
H -2.0423 3.8571 -1.8679
H -1.2480 2.5880 -2.8684
H -0.2577 3.8404 -2.0606
H 3.0079 -2.7442 -1.5599
H 1.4603 -2.3341 -0.7429
H 3.0225 -2.0027 0.0675
H 4.8548 -0.2628 -2.2359
H 4.5841 0.3168 -0.5664
H 4.1560 1.3576 -1.9507
H 3.1108 -1.1231 -3.9039
H 2.0149 0.2989 -3.9251
H 1.3532 -1.3247 -3.5795
C -1.1632 -1.5865 -2.6053
C -1.9474 -0.6413 -3.3675
C -2.5939 -1.0244 -4.5261
C -2.4344 -2.3220 -5.0331
C -1.6142 -3.2408 -4.3625
C -0.9887 -2.9024 -3.1775
O -0.6286 -1.2697 -1.4861
H 1.7988 2.2632 -0.4100
H -2.0183 0.3742 -2.9768
H -3.2264 -0.2972 -5.0415
H -2.9464 -2.6111 -5.9530
H -1.4679 -4.2409 -4.7744
H -0.3629 -3.6011 -2.6230
C -2.4020 -1.2084 4.6323
C -2.6837 0.0639 3.8860
N -3.3077 1.0199 4.6273
O -2.3743 0.2748 2.7073
H -3.3382 -1.6358 5.0173
H -1.7408 -1.0086 5.4871
H -1.9243 -1.9289 3.9636
H -3.5706 1.8793 4.1738
H -3.5993 0.8485 5.5788
*
```